75
Properties=species:S:1:pos:R:3 method="wB97M-V/def2-TZVPD" charge=+2 e_lumo_ev=-5.70 e_homo_ev=-14.06 e_tot_ha=-3916.0136 relative_energy_kcal_mol=0.0 homo_lumo_gap_ev=8.358
Ga 0.8858 -3.3873 19.8146
C 4.6623 -4.6290 21.9398
C 3.5686 -4.6262 21.0793
N 2.5053 -3.8476 21.2762
C 2.4266 -3.0467 22.3611
C 3.5237 -2.9689 23.2558
C 4.6107 -3.8178 23.0380
C 3.3934 -2.1564 24.4675
C 2.2559 -1.4276 24.6462
C 1.1742 -1.4431 23.7259
C 0.0055 -0.6605 23.9120
C -0.9474 -0.6424 22.9338
C -0.7185 -1.3863 21.7660
N 0.3154 -2.1849 21.5850
C 1.2749 -2.1824 22.5362
H 5.4533 -5.2882 21.7140
H 3.4254 -5.1938 20.1515
H 5.4206 -3.8742 23.7510
H 4.2036 -2.0753 25.1490
H 2.1565 -0.8122 25.5396
H -0.1238 -0.0356 24.7989
H -1.8098 0.0305 22.9948
H -1.4213 -1.4026 20.9623
Cl 0.4281 -8.6259 22.0633
C -0.3045 -7.1256 21.8113
C -1.5357 -6.8313 22.3586
C -2.0539 -5.5520 22.1021
C -1.3279 -4.6576 21.3295
N -0.1268 -4.9509 20.8163
C 0.3395 -6.1731 21.0523
H -2.0716 -7.5588 22.9562
H -3.0109 -5.2309 22.4530
H -1.7386 -3.6975 21.2140
H 1.2913 -6.4007 20.5501
C 3.7948 -0.9867 17.7287
C 2.7817 -2.1067 17.7765
C 1.9089 -2.2034 16.5087
C 1.9099 -1.8649 19.0272
H 4.5903 -1.1651 16.9855
H 4.2836 -0.8743 18.6819
H 3.3064 -0.0365 17.4534
H 3.3700 -3.0511 17.8638
H 1.5103 -1.2459 16.2599
H 1.0403 -2.8607 16.5940
H 2.5001 -2.5736 15.6629
H 1.3048 -0.9794 18.8748
H 2.5738 -1.6250 19.8563
N -1.4702 -5.3857 18.0686
C -1.7002 -4.0289 17.8853
C -2.7444 -3.6231 17.0443
C -3.0605 -2.2928 16.8865
C -2.2519 -1.3329 17.5278
C -1.2837 -1.8052 18.3787
N -1.0022 -3.1130 18.5845
H -1.9965 -6.0202 17.4599
H -0.5568 -5.7201 18.3002
H -3.3560 -4.3180 16.4980
H -3.8867 -2.0410 16.2571
H -2.4329 -0.2740 17.4063
H -0.6451 -1.1319 18.9354
C 2.1922 -6.0028 15.1592
C 2.4116 -6.7497 16.5246
C 3.9690 -7.0770 16.7305
C 1.6008 -8.0483 16.6351
C 1.9899 -5.8101 17.6241
N 1.6458 -5.1696 18.5155
H 2.5612 -6.6520 14.3744
H 2.7501 -5.0630 15.1385
H 1.1354 -5.7983 14.9519
H 4.1866 -7.9341 16.0595
H 4.2078 -7.3840 17.7474
H 4.5591 -6.1971 16.4094
H 2.0170 -8.7295 15.8905
H 0.5556 -7.8883 16.4385
H 1.7604 -8.5669 17.5850